No. 1
{
  "formula": "C31H26NO6S2",
  "method": "ωB97M-V/def2-TZVPD",
  "species": ["C", "C", "O", "C", "C", "C", "C", "C", "C", "C", "N", "C", "C", "O", "H", "H", "H", "H", "H", "H", "H", "H", "H", "H", "C", "C", "C", "C", "S", "C", "C", "C", "C", "C", "C", "C", "C", "S", "C", "C", "C", "C", "C", "C", "O", "O", "O", "O", "C", "C", "H", "H", "H", "H", "H", "H", "H", "H", "H", "H", "H", "H", "H", "H", "H", "H"],
  "positions_angstrom": [[1.488941, -5.671613, 0.504469], [0.301215, -4.833151, 0.914752], [0.750178, -3.568646, 1.490091], [-0.241219, -2.739401, 1.957529], [0.321865, -1.601109, 2.671795], [-0.230818, -0.304735, 2.574145], [-1.603889, -0.090839, 2.205307], [-2.186890, 1.168457, 2.265612], [-1.435159, 2.299804, 2.617799], [-2.058773, 3.577694, 2.811077], [-2.543774, 4.624294, 3.013370], [-0.051121, 2.152141, 2.797350], [0.547893, 0.902128, 2.753454], [-1.426591, -3.012339, 1.752693], [1.114361, -6.656489, 0.209589], [2.012977, -5.245302, -0.351320], [2.200968, -5.809838, 1.321020], [-0.353923, -4.646057, 0.047505], [-0.254054, -5.368160, 1.697158], [1.342582, -1.728112, 3.032525], [-2.157380, -0.957301, 1.840241], [-3.244228, 1.278165, 2.023475], [0.536147, 3.057597, 2.970934], [1.641331, 0.839703, 2.778731], [-6.002479, -4.704050, 4.043724], [-5.711259, -5.580527, 5.094728], [-4.390333, -5.918313, 5.373624], [-3.361186, -5.397390, 4.583775], [-1.681315, -5.898346, 4.924602], [-0.999472, -4.592882, 5.900039], [-1.165290, -3.259301, 5.636327], [-1.046630, -2.294972, 6.709515], [-1.194641, -2.682633, 8.067556], [-0.891097, -1.795493, 9.092654], [-0.600058, -0.460528, 8.793540], [-0.551917, -0.031424, 7.459486], [-0.797263, -0.938623, 6.427988], [0.201717, -5.133921, 7.121511], [1.025047, -6.492883, 6.296712], [0.958044, -7.768808, 6.839360], [1.591770, -8.821137, 6.184302], [2.333602, -8.567514, 5.025158], [2.416435, -7.268849, 4.501788], [1.789403, -6.218864, 5.164529], [1.202898, -4.113422, 7.314137], [-0.530018, -5.679926, 8.241956], [-1.817311, -7.055955, 5.794083], [-0.922581, -6.000235, 3.706979], [-3.644092, -4.505404, 3.554285], [-4.964287, -4.144196, 3.292486], [-7.037795, -4.456744, 3.809911], [-6.507622, -6.009202, 5.703621], [-4.144026, -6.591326, 6.191338], [-1.414347, -2.939765, 4.623117], [-1.569246, -3.674380, 8.318162], [-0.916319, -2.176231, 10.113545], [-0.416286, 0.235339, 9.610905], [-0.359084, 1.015630, 7.224099], [-0.783578, -0.621927, 5.381130], [0.405236, -7.924272, 7.759851], [1.508505, -9.831254, 6.591848], [2.858087, -9.383108, 4.524190], [2.979756, -7.060870, 3.586733], [1.888321, -5.191791, 4.821413], [-2.831471, -4.095584, 2.958856], [-5.169845, -3.429598, 2.494257]],
  "atomic_forces_ev_per_a": [[0.074, 0.079, -0.117], [-0.268, 0.384, 0.630], [-0.141, -0.846, -0.369], [0.382, 0.606, 0.763], [-0.026, -0.558, -0.568], [-0.223, 0.366, -0.136], [-0.062, 0.486, -0.076], [0.146, -0.749, -0.161], [-0.190, 0.258, 0.106], [-0.549, 1.385, 0.298], [0.749, -1.698, -0.404], [0.236, -0.272, 0.126], [-0.250, -0.033, 0.043], [0.210, 0.028, -0.145], [0.070, 0.038, 0.018], [0.082, 0.058, 0.029], [-0.083, 0.066, 0.004], [0.160, 0.032, 0.412], [-0.054, 0.232, -0.418], [-0.084, 0.182, -0.443], [-0.014, 0.347, 0.366], [0.222, 0.006, 0.065], [-0.029, -0.356, -0.064], [-0.423, -0.100, 0.246], [0.255, 0.012, 0.038], [0.084, 0.093, -0.170], [0.189, -0.048, 0.037], [-0.399, 0.257, 0.009], [-0.392, -0.637, 0.166], [0.666, 0.940, -0.173], [-0.264, -1.392, 0.310], [0.158, 0.892, 0.684], [0.063, 0.229, -0.476], [-0.316, 0.041, -0.346], [0.232, -0.266, -0.180], [-0.369, -0.192, 0.131], [0.210, -0.093, -0.048], [-0.228, -0.727, 0.330], [0.358, 0.185, 0.008], [-0.182, -0.059, -0.111], [0.269, 0.196, -0.038], [-0.167, 0.184, -0.098], [0.140, -0.150, 0.207], [-0.134, -0.076, 0.040], [-0.384, -0.207, -0.068], [0.513, -0.031, 0.140], [0.267, 0.669, -0.465], [-0.359, -0.056, -0.077], [0.219, 0.029, -0.076], [-0.114, -0.191, 0.141], [0.239, -0.011, 0.104], [0.167, 0.140, -0.198], [-0.048, 0.104, -0.187], [-0.431, 0.091, 0.176], [0.263, 0.249, -0.113], [-0.093, 0.331, -0.170], [0.024, -0.065, -0.239], [-0.036, -0.295, 0.057], [0.163, -0.030, 0.295], [-0.079, 0.002, -0.209], [0.127, 0.322, -0.162], [-0.222, 0.200, 0.098], [-0.159, -0.163, 0.397], [-0.118, -0.186, -0.104], [-0.075, 0.021, -0.074], [0.030, -0.252, 0.211]],
  "mulliken_charge": [-1.3793, 0.5180, -0.3966, 0.7750, -0.7709, 0.7694, -0.4190, -0.6849, 0.4118, 0.0498, -0.6297, -0.5369, -0.6792, -0.8093, 0.4004, 0.3965, 0.1886, 0.2450, -0.0795, 0.2408, 0.4365, 0.3905, 0.3854, 0.3342, -0.3215, -0.6041, -0.4893, 0.0498, 1.4830, -0.5672, 0.0865, 0.3253, -0.0449, -0.7673, -0.4827, -0.6190, -0.3607, 1.6133, -0.1327, -0.2819, -0.5967, -0.4889, -0.4847, -0.2927, -0.6923, -0.6996, -0.6417, -0.5559, 0.0561, -0.8455, 0.3617, 0.3666, 0.4397, 0.4274, 0.4182, 0.3904, 0.3561, 0.4387, 0.2960, 0.4320, 0.3649, 0.3658, 0.3423, 0.4168, 0.3314, 0.4503],
  "e_lumo_ev": 1.4668,
  "e_tot_ev": -68013.7840,
  "total_charge": -1,
  "largest_force_ev_per_a": 1.9
}

No. 2
{
  "formula": "C2H4N4O2",
  "method": "ωB97M-V/def2-TZVPD",
  "species": ["N", "N", "C", "N", "C", "O", "N", "O", "H", "H", "H", "H"],
  "positions_angstrom": [[-0.456645, 0.913242, 2.044349], [0.932497, 0.766244, 1.480663], [0.864808, 0.060586, 0.423716], [-0.264498, -0.519056, -0.106753], [-0.008441, -0.581928, -1.485919], [-0.959814, -1.137216, -2.155370], [1.253219, -0.386026, -1.855157], [1.777519, 0.037522, -0.492314], [-0.414077, 1.840332, 2.573176], [-0.683760, 0.155569, 2.781900], [-1.301812, 0.100056, -0.002885], [-0.738998, -1.249324, -3.205405]],
  "atomic_forces_ev_per_a": [[0.644, 0.146, 1.619], [-1.126, -0.121, 1.059], [-2.255, 1.712, 0.576], [-5.062, 2.218, -1.793], [3.398, -1.119, 1.203], [-0.821, -0.662, -5.228], [-2.412, 0.387, 2.812], [3.151, -0.400, -2.435], [0.066, -1.916, -0.858], [0.882, 1.538, -1.465], [4.035, -2.339, 0.638], [-0.500, 0.557, 3.872]],
  "mulliken_charge": [-0.4973, -0.4906, 0.6754, -0.2831, 0.4013, -0.4836, -0.3696, -0.2436, 0.2643, 0.2328, 0.3749, 0.4190],
  "e_lumo_ev": 0.1056,
  "e_tot_ev": -12190.0672,
  "largest_force_ev_per_a": 5.8
}

No. 3
{
  "formula": "C4H14N3",
  "method": "ωB97M-V/def2-TZVPD",
  "species": ["C", "C", "N", "N", "N", "H", "H", "H", "H", "H", "H", "H", "H", "C", "C", "H", "H", "H", "H", "H", "H"],
  "positions_angstrom": [[-0.126255, 2.085716, 0.873768], [1.449177, 0.286435, -0.054595], [0.417244, 0.680037, 0.736076], [2.464938, 1.146296, -0.480301], [1.761701, -1.049733, -0.469745], [-0.069160, -0.144464, 1.047747], [2.297120, 2.091682, -0.459682], [3.096894, 0.807183, -1.100195], [1.383277, -2.041202, -0.293826], [2.738549, -1.153154, -0.886025], [0.424321, 2.499318, 1.885243], [-1.131823, 1.858347, 1.194148], [-0.078556, 2.682669, -0.009169], [-2.604319, -2.024583, 0.180832], [-2.890748, -0.886319, -0.715425], [-3.489973, -2.620752, 0.638128], [-2.268746, -2.796145, -0.466920], [-1.850284, -1.957204, 0.877277], [-2.582371, -0.980240, -1.765436], [-3.928860, -0.372272, -0.620431], [-2.014705, -0.077457, -0.250552]],
  "atomic_forces_ev_per_a": [[1.546, -1.369, 4.364], [3.744, -1.481, -1.505], [1.016, -0.671, -2.549], [-4.927, -2.389, 3.134], [0.414, 0.539, 0.443], [-0.514, 0.345, 0.653], [-0.150, 2.608, 0.151], [2.248, -0.970, -2.201], [0.101, 2.678, 0.241], [-1.940, 0.328, 0.812], [-1.276, -0.416, -2.870], [-0.426, 0.674, -0.089], [0.291, 0.264, -0.505], [-4.274, -1.140, -0.150], [-1.850, 1.371, 0.771], [0.911, 2.034, -0.079], [1.509, -0.966, -1.529], [2.022, -0.046, 1.908], [0.403, 0.547, 0.025], [1.855, -0.998, -0.187], [-0.702, -0.942, -0.837]],
  "mulliken_charge": [-0.9645, 0.7234, -0.1371, -0.3263, -0.4198, 0.2283, 0.2303, 0.1853, 0.2699, 0.2357, 0.3644, 0.3838, 0.4405, -0.8199, -0.1546, 0.3357, 0.3597, 0.3551, 0.3394, 0.3406, 0.0300],
  "spin_multiplicity": 2,
  "e_lumo_ev": [-7.1164, -14.4440],
  "e_tot_ev": -8822.9408,
  "total_charge": 2,
  "largest_force_ev_per_a": 6.3
}

No. 4
{
  "formula": "C4H11NO",
  "method": "ωB97M-V/def2-TZVPD",
  "species": ["C", "C", "O", "H", "H", "H", "H", "C", "C", "N", "H", "H", "H", "H", "H", "H", "H"],
  "positions_angstrom": [[-2.773086, 1.511135, -0.131428], [-2.409742, 0.543910, 0.719238], [-1.929785, -0.678842, 0.382074], [-3.614475, 2.092503, 0.232317], [-2.712945, 1.448467, -1.196372], [-2.136133, 0.813686, 1.749075], [-1.412811, -0.720920, -0.443400], [2.451065, -0.639516, 0.572660], [1.586626, -1.023416, -0.647819], [0.444080, -0.101477, -0.695460], [1.744007, -0.602948, 1.403732], [3.325068, -1.282646, 0.613186], [2.831444, 0.386513, 0.392358], [2.239135, -0.797696, -1.492703], [1.192397, -2.066200, -0.484068], [0.874368, 0.710859, -1.155062], [0.300784, 0.406586, 0.181672]],
  "atomic_forces_ev_per_a": [[-1.415, -0.446, 0.520], [1.718, 0.115, -0.721], [0.126, -0.294, 0.668], [0.825, 1.133, 0.264], [-0.055, -0.545, -0.545], [-1.349, -0.521, 0.103], [-0.101, 0.499, -0.067], [-0.337, 0.591, -1.145], [0.092, -0.006, 1.990], [0.655, 1.823, -1.016], [0.748, -0.362, 0.510], [-0.098, -0.237, 0.746], [-0.190, -0.388, 0.234], [-0.517, -1.006, -0.483], [0.729, 0.881, -0.823], [-0.690, -0.229, -0.695], [-0.142, -1.008, 0.459]],
  "mulliken_charge": [-0.7146, -0.0625, -0.4686, 0.2820, 0.2790, 0.3390, 0.3554, -1.1513, -0.2886, -0.6135, 0.3421, 0.3514, 0.2867, 0.3104, 0.2639, 0.2559, 0.2333],
  "e_lumo_ev": 0.9412,
  "e_tot_ev": -7861.7634,
  "largest_force_ev_per_a": 2.2
}

No. 5
{
  "formula": "C4H9NO",
  "method": "ωB97M-V/def2-TZVPD",
  "species": ["C", "C", "O", "C", "C", "N", "H", "H", "H", "H", "H", "H", "H", "H", "H"],
  "positions_angstrom": [[-1.660651, -0.702906, -0.325236], [-0.044099, 1.242066, -0.088333], [-0.218935, 1.422205, 1.228351], [-0.243126, -0.195970, -0.467143], [1.817678, 0.308732, 0.030630], [0.767691, -0.623104, 0.500439], [-2.131617, -0.360878, 0.602340], [-2.257994, -0.323236, -1.162792], [-1.667838, -1.792808, -0.361763], [-0.593431, 1.983547, -0.706553], [0.203334, 0.473598, 1.496497], [0.136012, -0.303603, -1.491345], [2.444607, 0.727072, 0.829131], [2.494521, -0.242687, -0.660250], [0.953842, -1.612035, 0.576027]],
  "atomic_forces_ev_per_a": [[-0.092, -0.148, 0.005], [0.813, -0.197, -0.306], [0.619, -0.739, 0.262], [-0.171, -0.331, -0.099], [-0.327, 0.147, 0.285], [-0.193, -0.497, -0.023], [0.181, -0.134, -0.078], [0.079, -0.127, 0.125], [-0.200, -0.029, 0.006], [1.197, 0.012, 0.239], [-0.906, 1.366, 0.138], [-0.207, -0.267, 0.020], [-0.442, 0.074, -0.019], [-0.609, 0.937, -0.378], [0.258, -0.067, -0.177]],
  "mulliken_charge": [-1.3057, -0.3604, -0.5205, 0.3775, -0.7013, -0.4704, 0.3074, 0.3600, 0.3276, 0.3644, 0.4767, 0.3331, 0.2759, 0.3007, 0.2351],
  "e_lumo_ev": 1.0551,
  "e_tot_ev": -7827.9176,
  "largest_force_ev_per_a": 1.6
}

No. 6
{
  "formula": "C26H28GeKN2O4S",
  "method": "ωB97M-V/def2-TZVPD",
  "species": ["K", "O", "C", "O", "C", "C", "C", "C", "C", "N", "C", "O", "O", "H", "H", "H", "H", "C", "Ge", "C", "C", "C", "C", "C", "C", "C", "C", "C", "C", "C", "C", "C", "C", "C", "C", "H", "H", "H", "H", "H", "H", "H", "H", "H", "H", "H", "H", "H", "H", "H", "C", "S", "C", "H", "H", "H", "H", "H", "H", "N", "H", "H", "H"],
  "positions_angstrom": [[1.006762, -2.476066, -0.373567], [-1.413853, -6.331267, -0.047309], [-0.912141, -5.054606, 0.006823], [0.299348, -4.884367, -0.266579], [-1.856442, -4.067677, 0.383140], [-3.220581, -4.376504, 0.675574], [-4.062662, -3.394981, 1.100598], [-3.573571, -2.074182, 1.265388], [-2.251573, -1.850669, 0.926884], [-1.409119, -2.768432, 0.474226], [-1.715709, -0.467937, 1.104642], [-2.228315, 0.346685, 1.852120], [-0.642245, -0.128440, 0.387665], [-0.664609, -6.876149, -0.313860], [-3.566554, -5.393870, 0.561406], [-5.096898, -3.625729, 1.322217], [-4.186503, -1.269041, 1.640101], [0.419760, 1.867148, 2.521452], [-0.171428, 1.655359, 0.686165], [-1.497122, 2.886994, -0.041836], [-1.000256, 3.964942, -0.777885], [-1.855576, 4.894386, -1.352279], [-3.227328, 4.750616, -1.208912], [-3.734331, 3.683755, -0.481276], [-2.878265, 2.760926, 0.105768], [1.393083, 1.812042, -0.491537], [2.559399, 2.305599, 0.034367], [3.679856, 2.601007, -0.776722], [3.611944, 2.418197, -2.124665], [2.432712, 1.902911, -2.722846], [2.358837, 1.677480, -4.119783], [1.233335, 1.150705, -4.683949], [0.124011, 0.828227, -3.874748], [0.163137, 1.042634, -2.525879], [1.318482, 1.582615, -1.902863], [0.877815, 2.846891, 2.660949], [1.159951, 1.099771, 2.752689], [-0.426371, 1.764389, 3.193939], [0.068944, 4.084429, -0.915099], [-1.447853, 5.724430, -1.915201], [-3.899747, 5.467439, -1.662878], [-4.804093, 3.566977, -0.363245], [-3.291692, 1.949390, 0.683631], [2.636988, 2.495903, 1.098812], [4.580424, 2.991461, -0.320006], [4.455102, 2.659350, -2.761399], [3.216893, 1.930707, -4.731554], [1.185892, 0.981784, -5.751861], [-0.765855, 0.410312, -4.327313], [-0.697167, 0.789264, -1.920240], [0.653323, -1.888093, 4.584823], [0.472200, -3.225285, 3.393481], [2.185063, -3.363353, 2.860537], [1.307776, -2.174842, 5.407927], [-0.338907, -1.676424, 4.980028], [1.035030, -0.983111, 4.111215], [2.519772, -2.452954, 2.355031], [2.243628, -4.202200, 2.166979], [2.854796, -3.550465, 3.700159], [3.483673, -1.236742, -1.428046], [3.909931, -1.751453, -2.191351], [4.239429, -0.985614, -0.800000], [3.149501, -0.364245, -1.824052]],
  "atomic_forces_ev_per_a": [[0.347, 0.351, -0.060], [-0.047, 0.013, -0.014], [-0.036, -0.095, 0.030], [-0.117, -0.049, 0.036], [-0.076, 0.013, 0.018], [-0.004, -0.005, 0.027], [-0.014, -0.047, -0.009], [0.058, 0.011, 0.041], [-0.132, -0.085, 0.019], [-0.004, 0.018, -0.122], [-0.165, 0.090, 0.088], [0.071, 0.048, -0.036], [0.100, -0.011, 0.042], [0.057, -0.028, -0.013], [0.015, -0.001, -0.009], [0.001, 0.014, 0.006], [0.008, -0.005, 0.007], [-0.015, -0.015, -0.036], [0.011, -0.112, -0.113], [0.049, -0.046, 0.032], [0.009, 0.013, -0.004], [0.013, -0.005, 0.014], [-0.005, -0.010, 0.002], [0.018, -0.008, 0.010], [-0.024, 0.074, -0.014], [-0.072, -0.001, 0.002], [-0.002, -0.030, 0.036], [0.028, 0.030, -0.003], [-0.017, -0.002, 0.003], [-0.042, -0.072, 0.036], [0.004, 0.004, -0.014], [0.023, 0.015, -0.013], [-0.021, -0.004, 0.031], [-0.008, -0.012, -0.007], [0.069, 0.032, -0.040], [-0.028, -0.002, -0.003], [-0.010, 0.011, 0.009], [-0.031, 0.000, 0.012], [-0.001, -0.008, -0.008], [-0.010, -0.001, -0.004], [0.002, 0.000, 0.002], [-0.001, 0.006, -0.003], [0.008, -0.065, 0.032], [-0.003, -0.015, -0.003], [0.004, -0.001, -0.012], [0.006, -0.004, 0.007], [-0.004, -0.006, -0.003], [0.006, -0.003, 0.002], [-0.003, 0.007, 0.004], [-0.002, -0.006, 0.000], [-0.004, 0.016, 0.015], [-0.017, 0.013, -0.024], [0.078, 0.050, -0.027], [0.003, 0.000, -0.002], [0.005, 0.002, -0.001], [0.007, -0.003, -0.004], [0.000, 0.001, 0.003], [-0.016, 0.000, 0.003], [-0.027, -0.055, 0.007], [0.011, -0.068, 0.019], [-0.013, -0.012, 0.004], [-0.017, -0.007, 0.025], [-0.023, 0.066, -0.022]],
  "mulliken_charge": [0.8567, -0.4914, 0.3288, -0.8234, 0.0359, -0.6832, -0.4379, -0.8458, -0.3355, 0.3181, 0.8558, -0.7089, -0.1107, 0.3425, 0.4434, 0.4040, 0.5028, -1.6228, 1.5793, 0.4236, -0.2609, -0.7853, -0.4483, -0.6591, -0.2341, 0.4755, -0.7308, -1.0365, -0.7008, 0.7009, -0.8186, -0.6324, -0.9236, -0.9064, 0.8454, 0.4971, 0.3793, 0.3650, 0.3323, 0.3911, 0.3771, 0.4005, 0.4375, 0.3608, 0.4057, 0.3880, 0.4173, 0.4076, 0.4371, 0.3745, -0.6935, 0.0262, -0.7756, 0.3871, 0.3217, -0.0017, 0.1032, 0.3025, 0.3755, -0.6071, 0.2444, 0.2359, 0.1943],
  "spin_multiplicity": 2,
  "e_lumo_ev": [-0.0608, -0.0633],
  "e_tot_ev": -122265.6681,
  "largest_force_ev_per_a": 0.5
}